[1]
11
Properties=species:S:1:pos:R:3 method="wB97M-V/def2-TZVPD" homo_energy_ev=-8.9760 relative_energy_ev=3.683
C -1.609 -0.030 -0.151
C -0.186 0.145 0.305
O 0.088 0.632 1.419
C 0.874 -0.303 -0.536
O 2.192 0.181 0.175
H -2.154 -0.629 0.585
H -1.672 -0.516 -1.129
H -2.091 0.951 -0.201
H 0.935 -0.105 -1.599
H 1.892 -0.891 0.137
H 1.730 0.565 0.994



[2]
50
Properties=species:S:1:pos:R:3 method="wB97M-V/def2-TZVPD" homo_energy_ev=-9.0525 smiles="CC(C)(CC(=O)N1CCC(=O)CC1)NCC(=O)N1C[C@@H](F)C[C@H]1C#N" relative_energy_ev=0.000
C 1.773 2.433 0.703
C 1.936 1.224 -0.350
C 3.358 0.666 -0.541
C 1.425 1.687 -1.730
C 0.872 0.597 -2.660
O 1.697 -0.228 -3.112
N -0.444 0.686 -3.236
C -0.874 -0.227 -4.336
C -1.636 0.569 -5.357
C -2.879 1.145 -4.626
O -3.944 1.379 -5.311
C -2.820 1.658 -3.199
C -1.453 1.558 -2.498
N 0.982 0.162 0.054
C 0.955 -0.416 1.399
C 0.123 -1.642 1.689
O -0.125 -2.425 0.789
N -0.334 -1.841 3.002
C -1.143 -3.010 3.212
C -1.388 -3.126 4.779
F -0.615 -4.092 5.242
C -0.829 -1.754 5.335
C -0.064 -0.956 4.230
C 1.340 -0.864 4.588
N 2.527 -0.821 4.845
H 2.533 3.280 0.557
H 1.947 2.111 1.781
H 0.702 2.819 0.784
H 3.400 -0.038 -1.371
H 4.160 1.438 -0.590
H 3.700 0.057 0.286
H 2.210 2.251 -2.248
H 0.674 2.456 -1.530
H -0.249 -0.923 -4.870
H -1.632 -0.922 -3.927
H -1.879 0.171 -6.376
H -0.935 1.382 -5.693
H -3.496 0.971 -2.612
H -3.220 2.681 -3.257
H -1.232 2.611 -2.511
H -1.502 1.338 -1.442
H 1.128 -0.649 -0.555
H 2.057 -0.706 1.642
H 0.693 0.390 2.105
H -0.670 -3.883 2.867
H -2.155 -2.774 2.892
H -2.414 -3.405 5.006
H -0.242 -1.973 6.141
H -1.552 -1.093 5.855
H -0.463 0.047 4.156



[3]
40
Properties=species:S:1:pos:R:3 method="wB97M-V/def2-TZVPD" total_charge=+2 homo_energy_ev="-15.4083 / -15.4664" multiplicity=8
Tb 0.084 0.214 0.671
H -3.092 -0.563 0.824
H -2.226 -0.328 -1.005
P 0.252 -2.392 -0.146
C 0.951 -3.220 1.328
H 1.058 -4.303 1.163
H 1.924 -2.750 1.536
H 0.281 -3.018 2.177
C -1.371 -3.191 -0.345
H -1.684 -3.142 -1.395
H -1.305 -4.242 -0.030
H -2.099 -2.645 0.266
C 1.244 -3.126 -1.464
H 2.247 -2.680 -1.419
H 1.316 -4.223 -1.387
H 0.794 -2.838 -2.422
C 1.087 0.064 -1.466
O 1.448 0.137 -2.566
H -3.327 0.695 -1.637
H -3.296 -0.897 -2.098
H -4.514 -1.709 -0.161
H -4.787 0.312 0.196
B -4.080 -0.605 -0.071
N -3.197 -0.249 -1.337
H -1.896 -0.297 1.226
H 2.039 0.080 0.641
N -0.521 2.497 -0.110
C 0.622 3.315 0.320
C 1.021 3.244 1.655
C 2.217 3.899 2.026
C 2.979 4.556 1.066
C 2.551 4.618 -0.258
C 1.344 4.007 -0.650
H -1.386 2.572 0.451
H -0.794 2.522 -1.096
H 0.437 2.696 2.411
H 2.583 3.866 3.052
H 3.939 5.006 1.337
H 3.172 5.098 -1.001
H 1.036 4.010 -1.693



[4]
18
Properties=species:S:1:pos:R:3 method="wB97M-V/def2-TZVPD" homo_energy_ev="-8.5697 / -8.5781" relative_energy_ev=4.930
C 0.333 -1.184 -1.597
C -0.381 -0.750 -0.337
C 0.283 -0.940 0.970
C 0.097 0.338 1.913
O 0.375 1.504 1.293
C -0.351 1.840 -0.672
H 1.385 -0.887 -1.577
H -0.119 -0.771 -2.507
H 0.311 -2.271 -1.715
H -1.439 -1.011 -0.340
H -0.376 0.431 -0.382
H -0.132 -1.755 1.561
H 1.352 -1.116 0.824
H -0.943 0.285 2.303
H 0.796 0.088 2.739
H 0.612 2.323 -0.636
H -1.155 2.308 -0.131
H -0.647 1.568 -1.708



[5]
33
Properties=species:S:1:pos:R:3 method="wB97M-V/def2-TZVPD" homo_energy_ev=-8.4876 smiles="COc1cc(NC(=O)C(C)C)cc(OC)c1" relative_energy_ev=0.658
C -2.940 -2.823 0.217
O -1.639 -2.409 0.554
C -1.351 -1.079 0.560
C -0.050 -0.753 0.933
C 0.350 0.575 0.961
N 1.654 0.934 1.345
C 2.862 0.564 0.827
O 3.881 1.000 1.319
C 2.841 -0.304 -0.422
C 2.584 0.630 -1.610
C 4.173 -1.031 -0.574
C -0.560 1.578 0.660
C -1.864 1.254 0.299
O -2.675 2.311 0.020
C -4.009 2.067 -0.352
C -2.261 -0.078 0.236
H -2.931 -3.909 0.294
H -3.202 -2.538 -0.807
H -3.684 -2.419 0.911
H 0.618 -1.548 1.220
H 1.720 1.687 2.020
H 2.029 -1.028 -0.366
H 3.357 1.393 -1.662
H 2.594 0.062 -2.538
H 1.616 1.118 -1.513
H 4.321 -1.728 0.247
H 4.989 -0.313 -0.560
H 4.199 -1.582 -1.511
H -0.274 2.617 0.696
H -4.451 3.047 -0.519
H -4.070 1.483 -1.277
H -4.561 1.553 0.441
H -3.268 -0.331 -0.049



[6]
13
Properties=species:S:1:pos:R:3 method="wB97M-V/def2-TZVPD" homo_energy_ev=-9.1736 relative_energy_ev=1.145
C -0.082 0.208 -1.429
C 0.796 0.771 0.906
C -0.189 0.065 0.045
P -1.806 -0.252 0.731
Cl 2.388 0.966 0.137
Cl 1.163 -2.269 0.163
H 0.887 -0.146 -1.769
H -0.863 -0.350 -1.939
H -0.152 1.264 -1.704
H 0.441 1.785 1.128
H 0.955 0.237 1.843
H -1.434 -0.896 1.900
H -2.104 -1.383 -0.011



[7]
101
Properties=species:S:1:pos:R:3 method="wB97M-V/def2-TZVPD" homo_energy_ev="-7.0889 / -7.1634" multiplicity=6 relative_energy_ev=1.255
Ir 0.592 2.267 -1.063
C -2.987 -1.200 5.490
C -3.180 -1.215 3.972
C -4.594 -0.708 3.653
C -3.033 -2.661 3.478
C -2.165 -0.355 3.240
C -2.225 -0.262 1.853
C -1.329 0.518 1.160
Se -1.527 0.621 -0.775
C -0.599 -1.024 -1.192
C -1.293 -2.206 -1.140
C -0.647 -3.415 -1.413
C 0.670 -3.344 -1.855
C 1.394 -2.174 -1.973
C 0.798 -0.945 -1.507
O 1.443 0.128 -1.351
C 2.785 -2.263 -2.583
C 3.699 -3.029 -1.612
C 2.697 -3.034 -3.913
C 3.420 -0.906 -2.888
C -1.381 -4.726 -1.215
C -1.775 -4.819 0.266
C -2.640 -4.753 -2.093
C -0.523 -5.947 -1.559
C -0.301 1.264 1.801
O 0.501 2.010 1.146
C -0.219 1.136 3.229
C -1.148 0.351 3.884
C 0.911 1.848 3.956
C 0.870 1.611 5.469
C 0.821 3.360 3.702
C 2.259 1.329 3.434
H -3.754 -1.813 5.960
H -3.071 -0.192 5.889
H -2.017 -1.612 5.762
H -5.330 -1.313 4.176
H -4.803 -0.761 2.589
H -4.708 0.327 3.966
H -3.711 -3.314 4.023
H -2.015 -3.010 3.630
H -3.263 -2.737 2.420
H -2.982 -0.791 1.289
H -2.340 -2.179 -0.879
H 1.152 -4.263 -2.136
H 3.317 -4.029 -1.423
H 3.771 -2.502 -0.664
H 4.695 -3.115 -2.037
H 2.405 -4.069 -3.768
H 3.668 -3.027 -4.403
H 1.975 -2.561 -4.575
H 3.573 -0.320 -1.988
H 2.792 -0.333 -3.567
H 4.385 -1.059 -3.368
H -2.452 -4.016 0.541
H -0.891 -4.746 0.895
H -2.267 -5.769 0.462
H -3.322 -3.950 -1.834
H -3.159 -5.700 -1.962
H -2.371 -4.645 -3.141
H 0.378 -5.977 -0.949
H -0.244 -5.951 -2.610
H -1.091 -6.853 -1.360
H -1.084 0.275 4.953
H -0.052 1.985 5.907
H 1.700 2.134 5.938
H 0.978 0.553 5.695
H -0.151 3.744 4.009
H 0.965 3.575 2.647
H 1.593 3.877 4.268
H 2.346 0.259 3.606
H 3.072 1.829 3.953
H 2.364 1.522 2.371
S 2.124 5.311 -2.007
C 1.062 5.329 -0.716
N 0.137 4.434 -0.445
C -0.644 4.799 0.619
C -1.752 4.112 1.112
C -2.430 4.622 2.200
C -2.040 5.816 2.802
C -0.958 6.527 2.320
C -0.274 6.018 1.230
S 1.090 6.708 0.406
H -2.075 3.203 0.622
H -3.287 4.091 2.591
H -2.599 6.205 3.643
H -0.657 7.466 2.760
O -1.106 1.684 -4.814
C 0.057 1.884 -4.553
N 0.580 2.173 -3.317
C 1.927 2.271 -3.374
O 2.592 2.526 -2.366
C 2.380 2.050 -4.762
C 3.629 2.020 -5.342
C 3.689 1.812 -6.716
C 2.539 1.632 -7.466
C 1.280 1.629 -6.870
C 1.220 1.838 -5.509
H 4.518 2.159 -4.746
H 4.653 1.792 -7.204
H 2.617 1.489 -8.535
H 0.382 1.472 -7.448



[8]
56
Properties=species:S:1:pos:R:3 method="wB97M-V/def2-TZVPD" total_charge=+1 homo_energy_ev="-10.3335 / -10.3575" multiplicity=2
Tc 1.707 0.315 0.770
S -1.523 1.002 4.053
C -0.467 0.634 2.869
S 1.182 0.240 3.080
S -0.956 0.708 1.125
Br 5.056 0.397 0.701
C 4.810 -1.502 0.848
Br 2.826 -1.968 0.716
H 5.140 -1.840 1.828
H 5.314 -2.007 0.028
C 1.296 -0.136 -3.516
C 1.460 -0.430 -2.168
N 1.768 0.489 -1.255
C 1.941 1.764 -1.695
C 1.866 2.138 -3.052
C 1.514 1.145 -3.976
C 2.119 3.500 -3.389
C 2.378 4.426 -2.433
C 2.373 4.087 -1.049
C 2.574 5.004 -0.007
C 2.480 4.556 1.296
C 2.197 3.221 1.559
N 2.035 2.316 0.596
C 2.137 2.744 -0.692
H 1.004 -0.924 -4.192
H 1.326 -1.445 -1.817
H 1.395 1.395 -5.018
H 2.097 3.774 -4.431
H 2.577 5.453 -2.700
H 2.794 6.036 -0.229
H 2.621 5.233 2.123
H 2.091 2.871 2.579
C -4.778 -1.007 -2.720
C -4.969 -0.351 -1.515
C -4.021 -0.448 -0.511
C -2.867 -1.209 -0.695
C -2.701 -1.882 -1.907
C -3.644 -1.780 -2.912
Si -1.527 -1.395 0.604
C -1.771 -2.449 2.136
C -1.057 -3.646 2.218
C -1.206 -4.489 3.301
C -2.074 -4.150 4.327
C -2.794 -2.969 4.259
C -2.651 -2.127 3.170
H -5.510 -0.919 -3.508
H -5.860 0.238 -1.359
H -4.176 0.075 0.422
H -1.823 -2.491 -2.058
H -3.493 -2.305 -3.844
H -0.291 -1.839 -0.077
H -0.381 -3.918 1.421
H -0.649 -5.413 3.341
H -2.190 -4.808 5.175
H -3.475 -2.706 5.054
H -3.224 -1.212 3.129



[9]
43
Properties=species:S:1:pos:R:3 method="wB97M-V/def2-TZVPD" homo_energy_ev=-8.2615
C 2.210 -0.908 -0.561
C 1.690 -2.349 -0.445
O 1.715 -2.892 0.631
O 1.215 -3.076 -1.524
C 0.208 -2.386 -2.275
C -0.883 -1.709 -1.443
C -1.300 -0.466 -1.852
C -2.361 0.262 -1.139
C -2.938 -0.281 -0.027
P -4.246 0.587 0.951
S -3.543 0.902 2.741
C -2.550 -1.591 0.441
N -2.973 -2.276 1.483
S -2.192 -3.702 1.554
N -1.225 -3.505 0.244
C -1.499 -2.332 -0.285
H 2.705 -0.681 0.398
H 2.960 -0.772 -1.357
H 1.386 -0.176 -0.651
H -0.298 -3.162 -2.887
H 0.634 -1.676 -3.010
H -0.833 -0.034 -2.755
H -2.673 1.245 -1.512
H -4.588 1.813 0.335
H -5.339 -0.325 0.958
C 0.110 1.886 2.902
O 0.749 1.194 1.825
H -0.530 2.661 2.486
H -0.501 1.188 3.478
H 0.861 2.344 3.548
H 1.305 0.514 2.215
C 3.646 4.218 4.655
O 2.827 3.061 4.784
H 3.001 5.093 4.621
H 4.319 4.301 5.512
H 4.230 4.166 3.732
H 3.413 2.298 4.812
C 0.119 -0.856 -5.652
O -0.004 0.041 -4.548
H -0.718 -1.551 -5.624
H 0.093 -0.300 -6.591
H 1.054 -1.415 -5.579
H 0.742 0.649 -4.587



[10]
25
Properties=species:S:1:pos:R:3 method="wB97M-V/def2-TZVPD" total_charge=+1 homo_energy_ev="-11.1682 / -13.8492" multiplicity=3 relative_energy_ev=3.968
C -1.233 0.855 0.523
C -3.417 0.603 -0.293
C 4.020 -0.862 0.086
C -4.572 -1.385 -0.304
C 3.373 0.352 -0.545
C 2.066 0.931 0.190
C 0.996 -0.100 0.118
C -0.151 0.357 1.003
N -2.256 1.384 -0.008
N -3.442 -0.622 -0.038
H -2.343 2.435 -0.242
H -4.307 1.194 -0.741
H 4.797 -1.422 -0.436
H 4.516 -0.508 1.067
H 3.248 -1.618 0.326
H -4.290 -2.148 -0.890
H -5.403 -0.814 -0.671
H -4.745 -1.810 0.612
H 3.203 0.132 -1.663
H 4.095 1.223 -0.813
H 2.238 1.081 1.300
H 1.799 1.801 -0.226
H 1.408 -1.092 0.340
H 0.596 -0.322 -0.881
H -0.195 0.357 2.187



Number 1: strongest force on any atom 0.390 eV Å⁻¹, electronic energy -7299.995 eV. Number 2: strongest force on any atom 7.432 eV Å⁻¹, electronic energy -32851.861 eV. Number 3: strongest force on any atom 4.892 eV Å⁻¹, electronic energy -48166.784 eV. Number 4: strongest force on any atom 0.771 eV Å⁻¹, electronic energy -7422.381 eV. Number 5: strongest force on any atom 0.755 eV Å⁻¹, electronic energy -20352.317 eV. Number 6: strongest force on any atom 1.796 eV Å⁻¹, electronic energy -37556.180 eV. Number 7: strongest force on any atom 1.996 eV Å⁻¹, electronic energy -146394.137 eV. Number 8: strongest force on any atom 2.676 eV Å⁻¹, electronic energy -212945.294 eV. Number 9: strongest force on any atom 2.026 eV Å⁻¹, electronic energy -56959.250 eV. Number 10: strongest force on any atom 5.701 eV Å⁻¹, electronic energy -11505.231 eV.